Entry 1:
{"formula": "C2H6IN2O", "method": "ωB97M-V/def2-TZVPD", "symbols": ["C", "C", "N", "N", "O", "I", "H", "H", "H", "H", "H", "H"], "positions_angstrom": [[-0.74676, 2.03538, -0.46864], [-0.03878, -0.41556, -0.83648], [-0.29747, 3.02167, 0.32307], [0.55745, -1.21391, 0.31581], [-0.25527, 0.86921, -0.27857], [-1.34823, 4.84944, 0.20512], [-1.53041, 2.20366, -1.14226], [-0.96345, -1.04064, -1.15303], [0.46987, 3.09902, 0.97636], [0.06543, -1.61637, 1.14695], [1.28999, -0.51190, 0.44357], [0.82062, -2.13977, -0.13396]], "atomic_forces_ev_per_a": [[2.4, -1.6, 2.4], [-2.0, -2.1, -1.7], [-1.9, 1.6, -1.3], [-0.1, -1.3, -1.1], [-0.4, 1.1, 1.0], [0.6, -0.9, 0.1], [-1.0, 0.4, -1.0], [0.9, 1.8, 0.6], [0.1, -0.9, -0.2], [-0.1, 1.5, -0.1], [0.8, -1.4, 1.1], [0.7, 1.8, 0.3]], "lumo_energy_ev": -4.72, "charge": 1, "homo_energy_ev": -11.6, "gap_ha": 0.2514, "de_lowest_kcal_mol": 93.4}

Entry 2:
{"formula": "C4H11N3O2", "method": "ωB97M-V/def2-TZVPD", "symbols": ["C", "C", "N", "N", "N", "H", "H", "H", "H", "H", "H", "H", "H", "C", "C", "O", "O", "H", "H", "H"], "positions_angstrom": [[1.54814, 1.34044, 2.35256], [1.11259, -0.55881, 0.88175], [1.00131, 0.08526, 1.95409], [1.89512, -0.30060, -0.23481], [0.46448, -1.83162, 0.76004], [-0.96963, -1.22967, -3.35894], [2.01388, 1.25376, 3.34735], [0.70802, 2.03172, 2.40535], [2.23535, 0.64772, -0.29889], [2.21197, -1.10705, -0.75756], [-0.49379, -1.72126, 0.45302], [0.38630, -2.16288, 1.71462], [2.43312, 1.69468, 1.80561], [-2.26501, 0.85629, -1.39002], [-1.95030, -0.55055, -1.82679], [-0.95907, -0.51081, -2.73121], [-2.50183, -1.51204, -1.37224], [-3.21525, 0.96907, -0.88656], [-2.15482, 1.56776, -2.20082], [-1.50057, 1.03859, -0.61656]], "atomic_forces_ev_per_a": [[1.1, -0.3, 0.2], [0.7, -0.6, -0.6], [-0.9, -0.3, 0.6], [-0.9, 0.5, 0.8], [0.3, -0.1, 0.4], [0.0, -0.9, 0.1], [-0.7, -0.1, 0.1], [0.4, 0.5, -0.1], [0.5, -0.5, -0.4], [0.0, 0.7, 0.0], [-0.1, 0.0, -0.4], [-0.1, -0.1, 0.0], [-0.4, 0.4, -0.7], [0.8, 0.0, 0.7], [-1.1, 1.0, 0.4], [0.2, 0.4, -0.3], [0.4, -0.6, -0.5], [-0.2, -0.3, -0.1], [0.1, 0.1, 0.0], [-0.1, 0.4, -0.3]], "lumo_energy_ev": 0.63, "charge": 0, "smiles": "CN=C(N)N.CC(=O)O", "homo_energy_ev": -8.7, "gap_ha": 0.3442, "de_lowest_kcal_mol": 29.2}

Entry 3:
{"formula": "C3H9NO", "method": "ωB97M-V/def2-TZVPD", "symbols": ["C", "O", "H", "H", "H", "H", "C", "C", "N", "H", "H", "H", "H", "H"], "positions_angstrom": [[-0.23431, -0.47437, 2.03244], [-0.41224, -0.71284, 0.68255], [-1.28928, 2.32797, -0.03000], [0.69758, 0.08893, 2.25080], [-0.18548, -1.44617, 2.56565], [-1.09943, 0.10206, 2.41986], [0.10948, -0.72002, -1.72379], [0.38812, -0.26561, -0.32249], [1.36532, 0.53835, -0.08829], [1.97294, 0.88573, -0.84561], [-1.43450, 2.18393, -0.70782], [-0.76225, -1.40746, -1.74062], [0.99533, -1.25681, -2.12408], [-0.11128, 0.15632, -2.36859]], "atomic_forces_ev_per_a": [[0.8, 0.7, 1.7], [-0.4, -0.7, -2.7], [0.3, 0.3, 1.3], [-0.5, -0.3, -0.3], [-0.1, 0.5, -0.4], [0.5, -0.3, -0.2], [-1.1, -0.9, -0.2], [2.5, 2.0, 0.4], [-0.7, -0.5, 0.9], [-1.0, -0.8, 0.2], [-0.3, -0.3, -1.3], [0.5, 0.4, -0.2], [-0.6, 0.4, 0.3], [0.2, -0.6, 0.4]], "lumo_energy_ev": 1.13, "charge": 0, "smiles": "[H]/N=C(\\C)OC.[H][H]", "homo_energy_ev": -9.7, "gap_ha": 0.3975, "de_lowest_kcal_mol": 49.5}

Entry 4:
{"formula": "C3H9N2O", "method": "ωB97M-V/def2-TZVPD", "symbols": ["C", "C", "C", "N", "N", "O", "H", "H", "H", "H", "H", "H", "H", "H", "H"], "positions_angstrom": [[-0.83754, 0.58777, -0.77045], [1.02124, 0.63608, 0.18764], [0.20426, -0.46639, -0.42221], [0.40610, -1.64097, -0.94081], [-0.31828, 1.28480, 0.48469], [-0.72225, -0.84598, 1.29343], [-0.70074, 1.26129, -1.73113], [-1.87212, 0.38399, -0.54037], [1.61677, 0.53972, 0.98463], [1.73669, 1.09778, -0.61092], [-0.30981, -2.20642, -1.36285], [1.08887, -2.26040, -0.50748], [-0.47166, 2.27824, 0.54739], [-0.73350, 0.20665, 1.38056], [-0.10804, -0.85617, 2.00788]], "atomic_forces_ev_per_a": [[-0.6, 1.8, 0.3], [-0.5, 1.7, -3.1], [-0.9, 0.2, -0.9], [1.2, -0.9, 0.5], [1.2, 0.8, -1.8], [-0.6, 0.7, 0.1], [0.0, -1.8, 1.8], [-0.4, -0.6, -0.8], [2.1, -1.0, 3.2], [-1.7, -0.4, 0.9], [-0.6, 0.5, -0.3], [0.2, 0.5, -0.2], [0.6, 0.4, -0.2], [-1.1, -0.3, -0.9], [1.2, -1.5, 1.3]], "lumo_energy_ev": -3.81, "charge": 1, "homo_energy_ev": -15.1, "gap_ha": 0.4137, "de_lowest_kcal_mol": 90.0}

Entry 5:
{"formula": "C27H54O27", "method": "ωB97M-V/def2-TZVPD", "symbols": ["C", "O", "C", "O", "O", "C", "H", "H", "H", "H", "H", "H", "C", "O", "C", "O", "O", "C", "H", "H", "H", "H", "H", "H", "C", "O", "C", "O", "O", "C", "H", "H", "H", "H", "H", "H", "C", "O", "C", "O", "O", "C", "H", "H", "H", "H", "H", "H", "C", "O", "C", "O", "O", "C", "H", "H", "H", "H", "H", "H", "C", "O", "C", "O", "O", "C", "H", "H", "H", "H", "H", "H", "C", "O", "C", "O", "O", "C", "H", "H", "H", "H", "H", "H", "C", "O", "C", "O", "O", "C", "H", "H", "H", "H", "H", "H", "C", "O", "C", "O", "O", "C", "H", "H", "H", "H", "H", "H"], "positions_angstrom": [[-10.28281, -4.44194, -5.04499], [-11.08940, -5.48161, -5.54374], [-11.89459, -6.08771, -4.67705], [-11.99438, -5.85039, -3.53070], [-12.63149, -6.98643, -5.32072], [-13.81956, -7.37006, -4.63610], [-9.41317, -4.36811, -5.69632], [-9.92957, -4.51669, -4.01948], [-10.78355, -3.47159, -5.12951], [-14.43400, -7.89119, -5.36416], [-14.37748, -6.52472, -4.24419], [-13.56823, -8.05962, -3.83308], [-12.42522, -2.44380, 2.31196], [-12.88303, -3.71740, 2.78596], [-14.15987, -3.95322, 2.52509], [-14.81345, -3.40420, 1.70773], [-14.56006, -4.91367, 3.32196], [-15.89463, -5.39201, 3.13850], [-11.41428, -2.29290, 2.68448], [-13.06578, -1.59102, 2.48368], [-12.21061, -2.57649, 1.24586], [-16.57812, -4.53584, 3.10606], [-16.10991, -5.91704, 4.06592], [-16.13069, -5.99352, 2.26858], [-8.91846, 0.36020, 2.28750], [-10.21818, 0.13674, 1.75768], [-10.57270, 0.83571, 0.69479], [-9.95835, 1.72496, 0.19032], [-11.68161, 0.25351, 0.26129], [-12.49716, 1.02484, -0.61020], [-8.92722, 1.28286, 2.86283], [-8.16445, 0.32972, 1.50207], [-8.68165, -0.46155, 2.96068], [-11.90314, 1.69383, -1.23497], [-13.32453, 1.47603, -0.07442], [-12.87755, 0.32764, -1.36364], [-4.50111, -2.16816, -3.57801], [-4.64988, -1.46400, -4.78816], [-5.31218, -0.32854, -4.68347], [-5.61534, 0.19359, -3.63768], [-5.64993, 0.01845, -5.90814], [-6.48122, 1.15502, -6.10038], [-3.69317, -2.88554, -3.64402], [-5.44645, -2.64404, -3.32122], [-4.24384, -1.47660, -2.77413], [-7.00988, 1.05489, -7.04238], [-5.90590, 2.07608, -6.19512], [-7.12997, 1.25366, -5.23746], [-8.00824, 4.06101, -2.99936], [-6.88424, 4.92944, -3.04760], [-6.38294, 5.04136, -4.24523], [-6.60992, 4.26571, -5.13905], [-5.55084, 6.07465, -4.24549], [-5.05444, 6.56385, -5.46166], [-8.49553, 4.22495, -2.04280], [-7.72996, 3.00687, -3.05524], [-8.69906, 4.33739, -3.80701], [-4.74941, 7.59046, -5.30002], [-5.81387, 6.54926, -6.25096], [-4.22726, 5.97206, -5.85946], [-11.21795, 2.93537, -7.32015], [-11.37528, 4.34166, -7.35301], [-10.82880, 5.06555, -6.36357], [-10.06733, 4.68703, -5.51406], [-11.19352, 6.35088, -6.53102], [-11.02257, 7.21339, -5.42203], [-11.93354, 2.49064, -6.63360], [-10.21326, 2.71352, -6.97048], [-11.34778, 2.55105, -8.32342], [-11.67941, 6.88551, -4.61428], [-11.36130, 8.19159, -5.74266], [-9.99423, 7.24733, -5.07371], [-13.69234, -5.87592, -0.25368], [-14.86093, -6.47347, 0.32633], [-15.48245, -7.32733, -0.45252], [-15.17317, -7.66396, -1.54671], [-16.58482, -7.72105, 0.17377], [-17.43843, -8.59149, -0.53882], [-13.15398, -5.43128, 0.57310], [-13.99464, -5.06058, -0.91335], [-13.17126, -6.62282, -0.84197], [-18.09029, -9.05453, 0.18860], [-16.85296, -9.27915, -1.14922], [-18.05759, -8.05923, -1.27070], [-3.09202, -0.01720, 3.39932], [-4.14179, 0.57705, 2.66007], [-4.31207, 0.10698, 1.45147], [-3.85791, -0.90371, 1.04063], [-5.05761, 0.95023, 0.77788], [-5.41014, 0.53831, -0.53339], [-3.22592, 0.19456, 4.45238], [-2.11107, 0.38684, 3.13133], [-3.08829, -1.07773, 3.15094], [-4.62711, 0.22036, -1.22356], [-5.72411, 1.46831, -1.01782], [-6.22853, -0.17626, -0.61273], [-11.18761, -3.30497, -1.33725], [-10.96758, -1.96132, -1.68904], [-9.88058, -1.60948, -2.34249], [-9.00293, -2.32414, -2.73616], [-9.92102, -0.30412, -2.47133], [-8.72022, 0.30994, -2.94121], [-10.89805, -4.00948, -2.11886], [-12.22261, -3.46698, -1.06917], [-10.54429, -3.59864, -0.49974], [-8.87314, 1.38516, -3.02810], [-8.53025, 0.01189, -3.97963], [-7.85518, 0.08554, -2.32585]], "atomic_forces_ev_per_a": [[0.8, 1.3, -0.1], [0.0, -0.5, -0.2], [-0.3, -0.3, -2.0], [0.0, 0.8, 2.8], [0.0, 0.3, -0.8], [-0.1, -0.7, 0.2], [0.0, -0.2, 0.0], [-0.2, -0.5, 0.0], [-0.3, -0.2, 0.0], [0.1, 0.0, -0.1], [0.2, 0.1, 0.1], [-0.1, 0.1, 0.2], [1.6, -0.7, -1.5], [0.4, 0.8, 0.8], [0.7, -0.6, 0.6], [-1.2, 1.1, -1.4], [-0.2, -1.3, 0.2], [-1.1, 0.9, 1.0], [-0.3, 0.0, 0.7], [-0.3, -0.1, 0.2], [-0.6, 0.5, -0.1], [0.2, 0.0, 0.0], [0.0, -0.3, -0.2], [0.8, -0.1, -0.2], [0.3, -0.1, 0.2], [0.3, -0.7, 0.8], [0.1, -0.9, -0.2], [0.2, 0.8, -0.2], [-0.8, 0.5, 0.0], [0.1, -0.8, -1.6], [0.3, 0.2, -0.2], [0.0, 0.5, 0.0], [-0.4, -0.1, 0.0], [0.0, 0.4, 0.6], [0.1, 0.3, 0.1], [-0.3, -0.1, 0.4], [0.1, 0.1, 1.2], [0.7, -0.5, -0.5], [-0.7, -0.3, 0.3], [-0.1, 0.5, -0.3], [0.1, 0.2, -0.8], [0.2, 0.8, 0.3], [0.0, -0.1, -0.5], [0.0, -0.2, 0.0], [0.0, -0.1, 0.0], [-0.2, -0.5, 0.1], [0.2, -0.1, 0.3], [-0.3, 0.2, -0.1], [-0.9, -0.2, 0.1], [-0.4, 0.3, 1.2], [0.7, -0.7, -0.6], [0.2, 0.5, -0.7], [0.0, 0.4, 0.5], [0.0, -0.2, -1.4], [0.1, 0.1, 0.1], [0.2, 0.2, -0.2], [0.2, -0.4, 0.3], [0.1, 0.0, 0.2], [-0.1, 0.0, 0.2], [0.1, 0.0, 0.3], [0.7, -0.2, 0.5], [-0.3, 1.0, 0.2], [0.3, 0.5, -0.5], [-0.4, -0.4, 0.1], [-0.4, -0.8, -0.6], [-0.2, 0.0, 0.5], [-0.1, 0.0, 0.0], [0.1, -0.2, 0.0], [-0.2, 0.1, -0.1], [0.2, 0.0, 0.1], [0.1, 0.1, -0.1], [0.1, 0.0, 0.0], [-0.4, 0.3, -0.3], [0.5, 0.4, 0.4], [-1.0, 0.3, 0.6], [0.7, -0.5, -1.6], [-0.3, 0.1, 0.8], [-0.2, -0.1, -1.0], [0.4, -0.3, 0.0], [-0.1, -0.1, -0.1], [0.4, 0.1, 0.2], [0.1, -0.3, 0.1], [-0.1, -0.3, 0.4], [0.1, 0.3, 0.3], [0.6, -0.6, -0.1], [0.1, 1.3, 1.3], [-0.2, 0.5, 0.1], [0.8, -1.9, -0.9], [-0.6, 0.1, -0.5], [-0.5, 1.2, -1.8], [-0.4, -0.1, 0.1], [-0.2, 0.1, -0.3], [0.1, -0.1, 0.5], [0.5, -0.3, 0.9], [-0.4, -0.1, 0.2], [0.1, -0.1, 0.6], [1.1, -1.4, 0.1], [-1.1, 0.3, 0.2], [0.1, -0.3, 0.2], [0.4, -0.6, -0.2], [0.1, 1.4, 0.1], [0.1, 0.2, -1.2], [-0.3, 0.3, -0.3], [-0.2, 0.4, -0.1], [-0.2, 0.3, 0.2], [-0.4, -0.2, 0.6], [0.1, -0.4, 0.3], [-0.1, -0.1, 0.1]], "lumo_energy_ev": 0.41, "charge": 0, "smiles": "COC(=O)OC.COC(=O)OC.COC(=O)OC.COC(=O)OC.COC(=O)OC.COC(=O)OC.COC(=O)OC.COC(=O)OC.COC(=O)OC", "homo_energy_ev": -10.7, "gap_ha": 0.4094, "de_lowest_kcal_mol": 28.0}

Entry 6:
{"formula": "C26H35Br2NO15", "method": "ωB97M-V/def2-TZVPD", "symbols": ["C", "C", "C", "N", "C", "C", "C", "Br", "C", "C", "Br", "C", "O", "O", "C", "O", "H", "H", "H", "H", "H", "H", "H", "H", "H", "H", "H", "C", "C", "C", "O", "C", "O", "O", "H", "H", "H", "H", "H", "H", "C", "C", "C", "O", "C", "O", "O", "H", "H", "H", "H", "H", "H", "C", "C", "C", "O", "C", "O", "O", "H", "H", "H", "H", "H", "H", "C", "C", "C", "O", "C", "O", "O", "H", "H", "H", "H", "H", "H"], "positions_angstrom": [[2.00558, -3.89134, 3.24081], [1.03862, -4.69133, 2.34504], [1.56025, -6.02699, 1.86136], [-0.14448, -4.29277, 2.05364], [-0.12169, -2.89993, 1.74898], [0.23351, -2.41004, 0.56902], [0.62913, -3.24440, -0.61500], [-0.72901, -2.91543, -2.02412], [2.00084, -2.88306, -1.24023], [3.03107, -2.30549, -0.24481], [2.75540, -4.60061, -1.91989], [0.09272, -0.91089, 0.69381], [0.35880, -0.09785, -0.08171], [-0.40958, -0.65724, 1.95155], [-0.53059, -1.79072, 2.71815], [-0.87201, -1.87071, 3.80956], [2.44315, -3.03040, 2.73296], [2.82997, -4.53580, 3.55658], [1.49136, -3.53985, 4.14478], [2.01452, -6.59307, 2.68834], [2.38345, -5.80708, 1.16174], [0.77394, -6.61490, 1.37915], [0.62762, -4.29172, -0.31482], [1.91836, -2.22316, -2.10370], [2.89289, -2.63010, 0.78683], [3.03949, -1.21136, -0.35178], [4.02008, -2.64460, -0.57206], [6.93315, -1.14389, 6.01540], [5.81113, -1.24528, 5.01030], [4.74017, -2.24327, 5.36338], [4.21731, -2.58816, 4.07290], [5.23320, -2.41366, 3.18037], [5.20520, -2.78440, 2.05187], [6.27807, -1.76624, 3.75660], [6.60591, -0.60928, 6.90733], [7.28563, -2.13302, 6.31365], [7.78607, -0.61998, 5.58376], [5.38735, -0.25438, 4.82091], [3.96124, -1.82447, 5.99787], [5.13200, -3.15184, 5.82753], [-2.03829, 1.25949, -1.20755], [-1.73015, 2.67218, -1.63389], [-2.16355, 3.73080, -0.65613], [-2.34337, 4.86867, -1.50976], [-2.66882, 4.38831, -2.74246], [-3.06619, 5.05914, -3.64031], [-2.48144, 3.04547, -2.80257], [-1.35942, 0.93702, -0.42222], [-3.06356, 1.17313, -0.83799], [-1.94860, 0.57524, -2.05249], [-0.66789, 2.76499, -1.87906], [-1.41646, 3.93395, 0.10855], [-3.11953, 3.51036, -0.17455], [-7.03818, -3.74144, -3.41712], [-5.60262, -3.50308, -3.01417], [-5.12851, -2.08421, -3.19077], [-3.71904, -2.26256, -3.35938], [-3.53659, -3.49900, -3.90024], [-2.50749, -3.89616, -4.33877], [-4.69556, -4.21214, -3.87093], [-7.72184, -3.32728, -2.67557], [-7.25703, -3.28446, -4.38398], [-7.23389, -4.80909, -3.51923], [-5.43704, -3.85536, -1.99135], [-5.33976, -1.45339, -2.32926], [-5.52369, -1.60719, -4.09133], [-2.37955, 8.21096, -1.92081], [-1.23655, 9.17000, -2.14703], [-0.35065, 8.82266, -3.31333], [0.89012, 9.43034, -2.93402], [0.91930, 9.45734, -1.57354], [1.87751, 9.72415, -0.92444], [-0.29862, 9.13276, -1.05974], [-3.15966, 8.35258, -2.66901], [-2.04116, 7.17572, -1.96778], [-2.81132, 8.35791, -0.92986], [-1.61468, 10.19449, -2.22341], [-0.70935, 9.22860, -4.25707], [-0.18670, 7.74780, -3.42346]], "atomic_forces_ev_per_a": [[-0.2, -0.5, -0.7], [0.6, -0.7, 1.1], [-0.3, 0.0, 0.9], [1.0, 1.2, -1.6], [-0.9, -1.3, 2.0], [-0.1, 0.5, 0.0], [0.1, 1.4, -0.5], [0.2, -0.5, 0.5], [0.5, -0.5, 0.8], [0.2, 0.0, -1.0], [-0.3, 0.3, -0.1], [-0.3, -4.1, 1.4], [0.9, 2.6, -1.8], [-0.3, 1.9, 0.8], [1.4, -1.3, -5.2], [-1.1, 0.4, 3.6], [-0.2, -0.2, 0.0], [-0.1, 0.2, -0.2], [-0.1, 0.0, -0.3], [-0.2, 0.1, -0.2], [-0.3, 0.0, 0.0], [0.2, 0.2, 0.0], [-0.3, 0.2, -0.2], [-0.1, -0.3, 0.1], [0.0, 0.1, -0.2], [-0.2, -0.2, 0.4], [-0.2, 0.2, 0.3], [0.3, -0.2, -0.1], [0.5, 0.1, 0.6], [-0.4, 0.1, 0.2], [0.7, 0.3, 0.1], [0.2, 0.0, -0.1], [-0.1, 0.0, 0.1], [-0.5, -0.2, -0.2], [0.0, 0.0, 0.0], [-0.1, 0.0, 0.0], [-0.1, 0.1, 0.0], [-0.1, -0.1, 0.0], [-0.1, 0.0, -0.2], [0.1, 0.1, 0.0], [-0.5, -0.1, -0.2], [-0.1, -0.8, 0.3], [0.3, 0.2, 0.3], [-0.1, -0.2, -0.2], [-0.1, -0.1, -0.2], [0.0, 0.0, 0.1], [0.0, 0.6, 0.1], [-0.1, 0.2, -0.2], [0.0, 0.1, 0.0], [0.2, 0.0, 0.0], [0.0, 0.1, 0.0], [0.0, 0.2, -0.1], [0.0, -0.2, -0.1], [0.0, -0.2, -0.3], [-0.7, -0.1, -0.1], [0.1, 0.3, 0.3], [0.0, -0.2, -0.1], [0.0, -0.1, -0.2], [-0.1, 0.1, 0.0], [0.4, 0.3, 0.1], [0.1, 0.0, 0.0], [0.1, 0.0, 0.0], [0.0, 0.0, 0.2], [0.1, 0.1, 0.0], [0.2, 0.0, 0.0], [-0.1, -0.1, 0.0], [0.1, -0.2, 0.3], [-0.7, -0.4, 0.0], [0.0, 0.2, -0.3], [0.0, 0.0, 0.3], [0.1, 0.0, 0.1], [0.0, 0.0, -0.1], [0.4, 0.2, -0.3], [0.0, 0.0, 0.0], [0.0, 0.1, -0.1], [-0.1, 0.1, -0.1], [0.1, 0.0, -0.1], [0.2, 0.1, 0.0], [-0.1, 0.0, 0.1]], "lumo_energy_ev": -0.57, "charge": 0, "smiles": "CC(C)=NC1=C([C@@H](Br)[C@@H](C)Br)C(=O)OC1=O.C[C@@H]1COC(=O)O1.C[C@@H]1COC(=O)O1.C[C@@H]1COC(=O)O1.C[C@@H]1COC(=O)O1", "homo_energy_ev": -9.6, "gap_ha": 0.3327, "de_lowest_kcal_mol": 27.6}